# 1
{"formula": "C4H31NO13", "method": "ωB97M-V with the def2-TZVPD basis set", "species": ["C", "C", "O", "C", "N", "C", "O", "H", "H", "H", "H", "H", "H", "H", "H", "H", "O", "H", "H", "O", "H", "H", "O", "H", "H", "O", "H", "H", "O", "H", "H", "O", "H", "H", "O", "H", "H", "O", "H", "H", "O", "H", "H", "O", "H", "H", "O", "H", "H"], "xyz": [[-2.337, -1.405, -1.921], [-2.194, -0.896, -0.444], [-1.860, -1.934, 0.442], [-1.256, 0.252, -0.259], [-1.153, 0.708, 1.139], [-0.778, -0.309, 2.047], [0.039, -1.130, 1.667], [-3.106, -0.769, -2.240], [-2.633, -2.423, -1.890], [-1.381, -1.378, -2.399], [-3.179, -0.499, 0.080], [-1.086, -2.372, -0.027], [-0.194, 0.169, -0.642], [-1.561, 1.094, -0.956], [-1.635, 1.552, 1.450], [-1.287, -0.219, 2.987], [0.946, 1.589, 3.659], [0.809, 0.737, 3.166], [1.788, 1.962, 3.377], [2.068, -2.739, 1.139], [1.820, -2.057, 1.668], [1.865, -3.522, 1.707], [-0.342, -3.353, -1.226], [0.259, -3.056, -0.571], [-0.967, -3.933, -0.732], [4.632, 0.040, 1.809], [3.873, 0.497, 1.484], [4.527, -0.882, 1.497], [2.285, 0.238, 0.257], [1.611, 0.874, 0.059], [1.748, -0.587, -0.061], [0.531, -3.593, -3.693], [1.284, -3.275, -3.186], [-0.144, -3.619, -2.944], [-0.352, 3.841, 1.708], [-0.364, 3.759, 2.688], [-0.472, 4.723, 1.718], [-1.736, 2.940, -2.704], [-0.875, 2.852, -2.326], [-1.983, 3.905, -2.441], [1.565, -1.147, -2.740], [2.286, -0.854, -3.269], [0.832, -0.742, -3.156], [1.012, 2.519, -0.922], [1.793, 2.923, -1.084], [0.712, 2.601, 0.010], [-2.815, 3.335, 0.702], [-1.957, 3.627, 0.913], [-2.712, 3.251, -0.174]], "forces_ev_per_a": [[0.394, 0.946, 2.801], [-1.920, -0.121, 1.220], [0.564, -1.580, -1.117], [1.917, 2.721, -1.552], [-0.228, -1.245, 0.633], [0.462, 1.758, -3.130], [0.037, 0.347, 1.875], [-0.836, 0.701, -1.681], [-0.619, -0.792, -0.030], [0.325, 0.450, -0.680], [1.343, -0.701, -1.723], [-1.657, 1.037, 1.319], [-1.102, -0.944, 0.248], [-0.202, -0.628, 1.176], [-0.316, -0.748, -0.180], [0.109, -0.248, 1.033], [-0.554, -0.818, -0.441], [0.730, 1.311, 0.593], [0.046, -0.367, -0.121], [1.046, -4.529, -1.682], [-1.341, 3.475, 2.301], [0.372, 0.814, -0.865], [-1.732, -1.394, 0.206], [1.956, 0.264, 0.995], [0.637, 0.256, -0.663], [1.100, -1.196, 0.460], [-0.956, 0.182, -0.625], [-0.052, 0.889, 0.197], [-1.331, -2.863, -0.743], [-0.279, 1.051, -0.266], [1.902, 1.716, 0.952], [-1.342, -0.329, 1.041], [0.192, 0.187, -0.229], [1.296, -0.048, -1.663], [0.768, -3.921, 1.693], [0.244, -1.225, -0.606], [-0.500, 5.257, -0.998], [-1.716, 2.837, 0.568], [1.304, -0.254, 0.454], [0.556, -2.530, -0.901], [0.406, -0.583, 1.347], [1.173, 0.283, -0.489], [-1.456, 0.446, -0.639], [-4.814, -2.202, 1.111], [3.857, 2.074, -0.271], [0.559, 0.509, -0.736], [-1.908, 0.010, 4.032], [1.787, 0.613, 1.283], [-0.221, -0.868, -5.504]], "lowdin_charge": [-0.001, -0.405, -0.094, -0.174, 0.061, -0.291, -0.014, 0.066, 0.070, 0.057, 0.185, 0.052, 0.106, 0.123, 0.100, 0.141, -0.064, 0.025, 0.040, -0.028, -0.061, 0.083, -0.034, 0.032, 0.118, -0.073, -0.036, 0.042, -0.079, -0.035, 0.076, -0.114, -0.004, 0.017, -0.003, 0.096, 0.000, -0.079, -0.028, 0.097, -0.011, 0.043, 0.023, -0.001, 0.004, 0.048, 0.019, -0.040, -0.050], "homo_ev": -9.40, "e_lumo_ev": -0.251, "smiles": "C[C@@H](O)CNC=O.O.O.O.O.O.O.O.O.O.O.O", "orbital_gap_ev": 9.15, "relative_energy_kcal_mol": 128.10}

=====

# 2
{"formula": "C21H28N3O2Tm", "method": "ωB97M-V with the def2-TZVPD basis set", "species": ["O", "C", "C", "H", "H", "C", "H", "H", "C", "H", "H", "H", "C", "H", "H", "H", "Tm", "C", "C", "C", "H", "C", "C", "H", "H", "H", "H", "C", "C", "C", "H", "C", "C", "H", "H", "H", "H", "O", "C", "C", "H", "H", "C", "H", "H", "C", "H", "H", "H", "H", "N", "C", "N", "C", "N"], "xyz": [[0.957, -2.762, -0.076], [0.304, -3.871, 0.636], [1.376, -4.898, 0.374], [-0.646, -4.102, 0.143], [0.200, -3.617, 1.688], [2.025, -3.723, -0.421], [0.963, -5.738, -0.195], [1.873, -5.240, 1.284], [2.047, -4.018, -1.912], [1.021, -4.157, -2.283], [2.601, -4.951, -2.084], [2.538, -3.216, -2.475], [3.326, -3.182, 0.148], [3.152, -2.787, 1.161], [3.683, -2.357, -0.482], [4.087, -3.970, 0.156], [-0.183, 2.055, -0.279], [0.626, 3.958, 1.110], [-0.613, 3.570, 1.704], [-0.469, 2.265, 2.256], [-1.477, 4.217, 1.822], [0.879, 1.836, 2.004], [1.556, 2.895, 1.321], [2.625, 2.945, 1.126], [0.850, 4.934, 0.686], [-1.226, 1.741, 2.846], [1.341, 0.915, 2.359], [0.036, 3.512, -2.239], [1.366, 3.093, -1.938], [1.434, 1.670, -2.076], [2.204, 3.758, -1.727], [0.169, 1.216, -2.599], [-0.703, 2.358, -2.659], [-1.708, 2.378, -3.067], [-0.288, 4.552, -2.258], [2.327, 1.078, -1.887], [-0.031, 0.226, -3.020], [-1.667, -0.663, -0.354], [-0.431, -0.745, 0.354], [-0.671, -1.009, 1.807], [0.378, 0.009, 0.132], [-0.039, -1.666, -0.073], [-1.942, -1.882, 1.658], [-0.844, -0.026, 2.234], [0.177, -1.399, 2.366], [-2.709, -1.107, 0.582], [-2.438, -2.063, 2.607], [-1.681, -2.866, 1.207], [-3.231, -0.201, 0.940], [-3.427, -1.724, 0.010], [-2.292, 2.962, -0.280], [-3.264, 3.622, -0.410], [-4.393, 4.171, -0.594], [-4.690, 5.444, -0.627], [-5.057, 6.559, -0.706]], "forces_ev_per_a": [[1.812, -3.663, 0.009], [-0.687, 0.527, 0.261], [-0.245, 0.625, -0.118], [0.047, 0.048, 0.333], [-0.357, 0.007, -0.020], [0.772, -0.484, -0.302], [0.603, 0.137, -0.066], [0.174, 0.064, -0.313], [0.134, 0.071, -0.009], [0.307, 0.061, 0.090], [-0.066, 0.220, -0.003], [-0.193, -0.089, 0.049], [-0.060, -0.041, -0.239], [0.156, -0.305, -0.288], [-0.042, -0.134, 0.161], [-0.045, 0.187, 0.105], [-2.155, -0.110, 1.113], [-0.181, -0.291, 0.946], [0.899, 0.224, 0.919], [0.562, 0.623, -0.087], [0.181, -0.337, -0.261], [0.088, 0.831, 0.284], [-0.199, -0.113, 0.623], [-0.343, -0.174, -0.206], [-0.100, -0.335, 0.003], [0.303, 0.291, -0.401], [-0.166, 0.286, -0.187], [0.791, -0.484, -0.898], [-0.325, -0.287, -0.488], [-0.152, 0.536, -0.937], [-0.375, -0.321, 0.297], [0.170, 1.050, -0.355], [1.159, -0.237, -0.951], [0.155, -0.105, 0.317], [-0.116, -0.431, 0.134], [-0.276, 0.050, -0.170], [-0.103, 0.364, 0.626], [-1.010, 1.308, 0.813], [0.923, -1.619, -1.100], [-0.803, 0.647, -0.161], [-0.677, -0.382, 0.006], [0.068, 1.741, 0.155], [0.404, -0.021, -0.115], [-0.676, -0.364, 0.604], [0.027, -0.454, -0.334], [-0.141, 0.449, -0.371], [-0.359, 0.157, -0.099], [-0.260, 0.845, 0.602], [0.153, -0.458, 0.107], [0.420, 0.300, 0.266], [-0.889, 0.305, -0.298], [0.438, -0.531, -0.162], [0.200, -0.612, 0.115], [-0.642, 2.408, -0.219], [0.697, -1.982, 0.220]], "lowdin_charge": [-0.150, -0.166, -0.064, 0.129, 0.117, -0.528, 0.118, 0.119, -0.013, 0.097, 0.094, 0.086, -0.009, 0.095, 0.086, 0.093, 1.308, -0.193, -0.198, -0.191, 0.111, -0.209, -0.200, 0.112, 0.117, 0.112, 0.109, -0.198, -0.199, -0.211, 0.118, -0.180, -0.200, 0.114, 0.120, 0.108, 0.118, -0.139, -0.272, -0.151, 0.087, 0.062, -0.129, 0.062, 0.125, -0.136, 0.119, 0.085, 0.126, 0.129, 0.035, -0.308, 0.070, -0.412, 0.072], "homo_ev": [-7.96, -7.97], "e_lumo_ev": [0.095, 0.094], "s2": 2.003, "orbital_gap_ev": [8.06, 8.06], "multiplicity": 3}

=====

# 3
{"formula": "C12H46N2O11", "method": "ωB97M-V with the def2-TZVPD basis set", "species": ["N", "C", "N", "O", "H", "H", "H", "H", "C", "C", "O", "H", "H", "H", "H", "H", "H", "C", "O", "H", "H", "H", "H", "C", "O", "H", "H", "H", "H", "C", "O", "H", "H", "H", "H", "C", "O", "H", "H", "H", "H", "C", "O", "H", "H", "H", "H", "C", "O", "H", "H", "H", "H", "C", "O", "H", "H", "H", "H", "C", "O", "H", "H", "H", "H", "C", "O", "H", "H", "H", "H"], "xyz": [[-0.186, -1.691, -4.328], [0.155, -0.503, -4.832], [0.149, 0.504, -3.964], [0.438, -0.253, -6.215], [-0.360, -2.471, -5.014], [-0.251, -2.039, -3.366], [0.455, 1.414, -4.410], [-0.044, 0.495, -2.921], [-1.424, 0.848, 0.329], [-1.054, 0.166, -0.937], [0.129, 0.739, -1.277], [-0.769, 0.650, 1.156], [-2.399, 0.575, 0.690], [-1.462, 1.918, 0.222], [-1.805, 0.354, -1.732], [-0.884, -0.878, -0.957], [0.898, 0.388, -0.804], [-3.387, 1.989, 3.761], [-2.205, 1.199, 3.540], [-3.250, 3.009, 4.105], [-4.231, 1.478, 4.268], [-3.811, 2.137, 2.737], [-1.627, 1.813, 3.085], [0.524, 3.768, -0.647], [0.930, 4.953, -0.007], [0.778, 2.942, 0.086], [1.060, 3.588, -1.498], [-0.535, 3.839, -0.784], [1.750, 5.298, -0.348], [-1.148, 4.464, 2.408], [-0.664, 3.127, 2.665], [-1.423, 4.671, 1.344], [-0.342, 5.166, 2.642], [-2.030, 4.540, 2.943], [0.194, 3.062, 2.243], [-3.039, -2.615, 1.335], [-1.748, -2.282, 1.830], [-3.747, -1.781, 1.398], [-3.413, -3.415, 1.930], [-2.909, -2.844, 0.314], [-1.025, -2.676, 1.259], [3.075, -0.102, -3.146], [4.464, -0.206, -2.825], [2.424, -0.733, -2.575], [3.008, -0.410, -4.138], [2.729, 0.945, -3.098], [4.699, -1.143, -2.964], [1.076, -3.120, 1.422], [0.258, -4.202, 1.143], [0.842, -2.642, 2.386], [0.897, -2.435, 0.583], [2.141, -3.400, 1.271], [0.590, -4.610, 0.372], [2.813, 0.540, 0.288], [2.189, -0.729, -0.069], [2.351, 1.023, 1.093], [2.876, 1.280, -0.491], [3.821, 0.445, 0.637], [2.709, -1.377, -0.587], [-1.293, -3.992, -2.018], [-0.077, -3.253, -2.130], [-1.390, -4.425, -0.997], [-1.048, -4.853, -2.652], [-2.104, -3.373, -2.324], [0.651, -3.884, -2.015], [0.871, 0.064, 3.163], [1.843, -0.505, 4.004], [-0.142, -0.204, 3.481], [0.999, -0.273, 2.156], [0.983, 1.130, 3.221], [1.462, -1.208, 4.559]], "forces_ev_per_a": [[-0.657, -2.996, -1.789], [0.787, 1.684, -6.069], [0.625, 2.653, -0.130], [-1.410, -1.683, 7.195], [0.544, 1.599, 0.889], [0.379, 1.000, -0.428], [-0.633, -1.690, 0.943], [0.721, -0.155, -1.730], [-1.596, -0.445, 1.024], [-1.375, 0.509, 0.329], [2.709, 1.811, -1.957], [0.562, -0.357, 0.194], [-0.622, -0.332, 0.250], [0.128, 0.440, -0.462], [0.384, 0.152, 0.264], [-0.422, -1.551, 0.784], [-0.452, -0.579, -0.048], [-0.930, -0.680, -2.445], [-1.452, 0.006, 1.414], [0.421, -0.059, 0.759], [1.123, 0.039, 0.286], [-0.086, 0.131, 0.423], [0.560, 0.167, -0.155], [0.083, -0.559, 3.676], [-0.227, 1.034, 0.523], [-0.623, 0.391, -1.017], [1.075, -0.508, -2.535], [-0.529, -0.294, -0.365], [0.320, -0.032, -0.280], [1.653, -0.382, -1.837], [0.039, 0.921, -0.585], [0.354, -0.563, 0.545], [-0.523, 0.157, 0.341], [-1.408, 0.578, 1.407], [0.170, -0.150, -0.096], [0.875, 0.877, 0.516], [1.318, 0.241, -0.491], [0.387, 0.133, 0.199], [-0.572, -0.903, 0.133], [-0.462, -0.701, -1.292], [-1.896, 0.437, 0.976], [0.650, 0.971, 0.099], [-0.001, -0.653, 0.767], [-0.326, -0.257, 0.662], [-0.715, -0.359, -1.971], [0.413, -0.500, 0.253], [0.010, 0.795, 0.047], [1.362, 1.207, -1.445], [-1.580, -1.132, 1.606], [0.230, -0.490, -0.438], [0.123, 0.689, 0.647], [-0.310, 0.211, 0.884], [0.443, -0.802, -1.187], [1.472, -1.110, -1.036], [-0.054, 0.862, 0.398], [-1.508, 0.057, 1.201], [-0.300, -0.066, -0.950], [0.750, -0.626, 0.049], [0.191, 1.310, 0.489], [1.869, -1.979, 0.607], [0.611, 0.351, 1.002], [-0.398, 0.695, -0.433], [-1.370, -0.062, -0.288], [-0.590, 0.191, -0.230], [-0.243, 0.460, -0.198], [-0.847, -0.495, 0.698], [0.539, -0.831, 0.775], [0.043, 0.207, -0.105], [0.108, -0.220, -0.724], [-0.039, 0.653, -0.049], [0.126, 0.584, -0.486]], "lowdin_charge": [0.140, -0.581, 0.131, -0.201, 0.137, 0.048, 0.144, 0.069, -0.057, -0.313, -0.122, 0.055, 0.075, 0.065, 0.138, 0.092, 0.052, -0.153, -0.149, 0.059, 0.084, 0.078, -0.012, -0.148, -0.115, 0.075, 0.053, 0.077, 0.075, -0.087, -0.141, 0.088, 0.093, 0.045, 0.065, -0.132, -0.146, 0.083, 0.069, 0.047, 0.046, -0.165, -0.117, 0.047, 0.061, 0.091, 0.087, -0.166, -0.108, 0.093, 0.055, 0.103, 0.051, -0.091, -0.155, 0.047, 0.076, 0.090, 0.102, -0.107, -0.176, 0.082, 0.092, 0.082, 0.099, -0.174, -0.108, 0.088, 0.034, 0.069, 0.090], "homo_ev": -8.52, "e_lumo_ev": -0.441, "smiles": "NC(N)=O.CCO.CO.CO.CO.CO.CO.CO.CO.CO.CO", "orbital_gap_ev": 8.08, "relative_energy_kcal_mol": 86.11}

=====

# 4
{"formula": "C3H14NO2S2", "method": "ωB97M-V with the def2-TZVPD basis set", "species": ["N", "C", "C", "C", "S", "S", "H", "H", "H", "H", "H", "H", "H", "H", "H", "H", "H", "H", "O", "H", "H", "O"], "xyz": [[-0.018, -0.795, -1.454], [-0.804, -0.872, -0.159], [-1.836, -1.975, -0.293], [-1.442, 0.524, 0.087], [-0.946, 1.352, 1.600], [0.587, 2.580, 0.900], [0.515, -1.657, -1.600], [-0.706, -0.730, -2.203], [0.611, 0.015, -1.423], [-0.099, -0.984, 0.650], [-1.467, -2.816, -0.871], [-2.086, -2.372, 0.686], [-2.753, -1.616, -0.767], [-1.186, 1.181, -0.757], [-2.513, 0.461, -0.034], [1.547, 1.647, 1.003], [3.346, -0.517, -0.882], [3.057, 0.043, -2.292], [2.719, 0.014, -1.389], [0.272, -4.171, -0.983], [1.824, -4.121, -0.996], [1.030, -3.601, -1.151]], "forces_ev_per_a": [[-0.515, -0.037, 0.523], [-0.533, 0.928, -0.066], [0.069, -0.159, 0.208], [0.189, -0.089, -1.283], [0.152, 0.446, -0.075], [-0.335, -0.558, 0.204], [0.336, -0.179, 0.120], [0.196, 0.289, -0.245], [0.192, -0.278, -0.281], [0.384, -0.653, 0.003], [0.089, -0.094, -0.114], [-0.163, 0.087, 0.129], [0.115, -0.002, 0.022], [0.162, 0.069, 0.306], [-0.474, -0.105, 0.624], [0.175, 0.155, -0.005], [0.013, 0.131, -0.128], [0.172, 0.040, 0.165], [-0.187, -0.133, -0.062], [0.252, -0.223, 0.029], [-0.038, -0.127, 0.001], [-0.252, 0.490, -0.074]], "lowdin_charge": [0.200, -0.379, -0.030, -0.555, 0.495, 0.376, 0.110, 0.173, 0.121, 0.126, 0.066, 0.104, 0.097, 0.067, 0.076, -0.204, 0.065, 0.066, -0.048, 0.051, 0.064, -0.040], "homo_ev": -12.63, "total_charge": 1, "e_lumo_ev": -3.019, "orbital_gap_ev": 9.61, "relative_energy_kcal_mol": 8.01}

=====

Number 4 is which compound?
C3H14NO2S2